Molecular formula: C44H34N6PSeV
Method: DFT, the ωB97M-V functional and the def2-TZVPD basis

## Properties
- maximum force (eV Å⁻¹) = 2.253
- energy (eV) = -155431.214
- energy above the lowest of the compared OMol25 structures with the same formula, charge and spin (kJ/mol) = 154.6
- <S²> = 2.03
- LUMO energy (spin up / spin down) (eV) = -7.31 / -7.32

Geometry as ORCA input:
```
! RIJCOSX wB97M-V def2-TZVPD def2/J DEFGRID3
* xyz 2 3
V -0.09207 0.05755 0.04616
C 0.07388 3.43801 -0.69291
C -0.39066 3.02503 0.68587
C -0.21321 4.14657 1.64253
C -0.11157 3.91673 2.95994
C -0.16133 2.57345 3.43379
C -0.10198 1.57818 2.51219
N 0.00049 1.76346 1.15058
C -0.11746 0.15922 2.92289
C -0.34189 -0.30574 4.21103
C -0.40183 -1.66992 4.41718
C -0.21906 -2.54863 3.35592
C 0.02032 -2.02973 2.09967
N 0.04995 -0.69810 1.90437
C 0.37017 -2.85051 0.91054
C 0.28548 -4.22583 0.94056
C 0.84529 -4.94234 -0.10932
C 1.49157 -4.24935 -1.10583
C 1.49416 -2.85168 -1.10882
C 2.18833 -2.13559 -2.22090
N 0.88428 -2.15580 -0.13414
H 1.15231 3.57991 -0.66416
H -0.40110 4.38330 -0.96494
H -0.16117 2.70568 -1.45342
H -0.14542 5.14514 1.22768
H 0.02885 4.73471 3.65412
H -0.17219 2.36073 4.49055
H -0.47988 0.38138 5.03157
H -0.57914 -2.05908 5.41087
H -0.23428 -3.61402 3.52614
H -0.17989 -4.73831 1.76902
H 0.80828 -6.02345 -0.11889
H 1.99910 -4.77228 -1.90418
H 2.84807 -2.82526 -2.74283
H 2.77244 -1.30148 -1.83940
H 1.47098 -1.74652 -2.94659
C -2.58333 -3.52360 -4.61745
C -2.03661 -3.65690 -3.35047
C -1.55386 -2.53743 -2.68634
C -1.60351 -1.27987 -3.28446
C -2.18496 -1.15116 -4.54670
C -2.66348 -2.26935 -5.21029
P -0.89359 0.15280 -2.41440
C -2.10725 1.46181 -2.81875
C -1.72590 2.70379 -3.31845
C -2.67551 3.69336 -3.54579
C -4.01575 3.44880 -3.28718
C -4.41182 2.19824 -2.82387
C -3.46365 1.21368 -2.59559
C 0.62518 0.63206 -3.26534
C 0.78222 0.69448 -4.62642
C 2.02595 1.06160 -5.17580
C 3.08002 1.34574 -4.35086
C 2.94950 1.27432 -2.94293
C 4.04931 1.50902 -2.07576
C 3.89819 1.37603 -0.72826
C 2.63575 1.03035 -0.18083
C 1.53702 0.79197 -0.96676
C 1.70205 0.91652 -2.38388
H -2.95936 -4.39283 -5.13986
H -1.99112 -4.62888 -2.87682
H -1.14559 -2.64678 -1.69055
H -2.27277 -0.17763 -5.01372
H -3.10465 -2.16175 -6.19199
H -0.68602 2.90027 -3.54697
H -2.36595 4.65116 -3.94300
H -4.75531 4.21562 -3.47675
H -5.46215 1.98543 -2.66865
H -3.78923 0.22743 -2.28206
H -0.04103 0.45845 -5.29013
H 2.14397 1.11044 -6.24953
H 4.04116 1.61536 -4.77141
H 5.00575 1.78703 -2.50053
H 4.73787 1.54968 -0.06786
H 2.55990 0.96302 0.90135
Se -3.29365 4.13576 0.79837
N -4.60046 3.00540 0.94081
C -4.13497 1.77759 0.78398
C -4.92630 0.59724 0.86761
C -4.29287 -0.58535 0.68191
C -2.90220 -0.60166 0.39074
N -2.11639 0.45038 0.30771
C -2.72945 1.66565 0.52186
N -2.09552 2.82785 0.49697
H -5.98664 0.66978 1.06848
H -4.82873 -1.52275 0.72372
H -2.42443 -1.55820 0.18783
*
```

Results of the Löwdin charge analysis, in e, for atoms 1 through 8: 0.79 0.00 -0.42 -0.07 -0.04 0.00 -0.22 -0.01


Molecular formula: N2O5S
Method: DFT, the ωB97M-V functional and the def2-TZVPD basis

## Properties
- maximum force (eV Å⁻¹) = 3.425
- energy (eV) = -24045.529
- energy above the lowest of the compared OMol25 structures with the same formula, charge and spin (kJ/mol) = 31.4
- LUMO energy (spin up / spin down) (eV) = -1.60 / -1.60

Geometry as ORCA input:
```
! RIJCOSX wB97M-V def2-TZVPD def2/J DEFGRID3
* xyz 0 1
N -0.46719 -0.99257 1.61791
N 1.04970 0.14857 -0.76365
O 0.40814 -0.23283 1.66592
O 1.48939 -0.82843 -1.23191
O 1.52330 1.20753 -0.58624
O -1.47740 1.49306 -0.30898
O -1.30548 -0.94748 0.40642
S -1.22047 0.15216 -0.79947
*
```

For reference, the Löwdin charges in units of e are: 0.04 -0.47 0.09 0.06 0.08 -0.44 -0.42 1.05


Molecular formula: C36H50N9O7S2
Method: DFT, the ωB97M-V functional and the def2-TZVPD basis

## Properties
- maximum force (eV Å⁻¹) = 0.569
- energy (eV) = -87555.390
- LUMO energy (eV) = 1.75

Geometry as ORCA input:
```
! RIJCOSX wB97M-V def2-TZVPD def2/J DEFGRID3
* xyz -1 1
O -3.64035 2.22524 2.69607
S -4.38865 1.28090 1.91907
O -5.78333 1.15730 2.22594
N -4.23821 1.50419 0.34656
S -3.00534 0.85694 -0.39113
O -1.91050 0.46768 0.47940
O -3.42857 -0.16225 -1.31278
C -2.42916 2.23415 -1.36501
O -1.39887 1.75204 -2.19445
C -0.43920 2.69646 -2.57494
O -0.26124 2.60571 -3.96003
C 1.07097 2.42767 -4.38551
C 1.92971 3.67502 -4.20113
O 3.31699 3.34230 -4.31668
H -3.80208 0.09068 2.14986
H -3.28777 2.62329 -1.91528
H -2.07747 2.96737 -0.63635
H -0.77181 3.70409 -2.30735
H 0.50199 2.46954 -2.05629
H 1.01383 2.18440 -5.44570
H 1.54777 1.58164 -3.87568
H 1.72833 4.12658 -3.22807
H 1.72130 4.40101 -4.98506
H 3.65543 3.14277 -3.44059
N -3.36765 -3.16270 1.61800
C -3.79342 -3.09345 0.32145
C -4.17057 -4.35414 -0.05878
C -3.96067 -5.21689 1.05302
C -3.46540 -4.44914 2.07416
H -3.03409 -2.38095 2.15287
H -3.78905 -2.15750 -0.21237
H -4.55013 -4.62719 -1.02893
H -4.15188 -6.27673 1.09807
H -3.17880 -4.70488 3.07805
N -2.76237 -6.07348 5.40734
C -2.79456 -6.50932 6.70319
C -1.51901 -6.44875 7.19774
C -0.68579 -5.95496 6.15664
C -1.48144 -5.73267 5.06477
H -3.56048 -6.01455 4.80128
H -3.71737 -6.81992 7.16199
H -1.21697 -6.72257 8.19486
H 0.37665 -5.77933 6.20151
H -1.24329 -5.36478 4.08130
N -0.13495 -1.33557 -1.51869
C 0.66498 -1.71335 -2.55529
C 1.07955 -3.00176 -2.32614
C 0.49054 -3.41748 -1.10056
C -0.25480 -2.36158 -0.63495
H -0.59524 -0.44528 -1.41264
H 0.87006 -1.04034 -3.37061
H 1.72074 -3.58262 -2.96836
H 0.58954 -4.38063 -0.62539
H -0.88177 -2.25631 0.23568
N 1.37781 -2.98144 2.29080
C 2.65242 -3.45351 2.17961
C 3.22151 -3.43202 3.42742
C 2.24433 -2.92515 4.32710
C 1.11680 -2.65968 3.59178
H 0.73794 -2.87950 1.51991
H 3.04524 -3.75659 1.22413
H 4.22519 -3.74096 3.66790
H 2.35535 -2.76904 5.38829
H 0.15742 -2.26507 3.88271
N 4.52707 4.47282 -6.78716
C 5.31283 5.53101 -6.42968
C 5.45076 6.34523 -7.52291
C 4.71953 5.74942 -8.58652
C 4.16167 4.59589 -8.09869
H 4.25646 3.72630 -6.16545
H 5.70196 5.61581 -5.42969
H 6.01148 7.26432 -7.55665
H 4.61246 6.12561 -9.59028
H 3.53644 3.85837 -8.57260
N 8.66230 2.29789 -7.10531
C 9.88481 2.29868 -6.49096
C 9.78650 3.07641 -5.36860
C 8.45162 3.56331 -5.30708
C 7.78253 3.06479 -6.39294
H 8.44247 1.81200 -7.95454
H 10.71498 1.74961 -6.90066
H 10.58167 3.27541 -4.66976
H 8.03326 4.20740 -4.55169
H 6.76568 3.19319 -6.72005
N -8.39438 3.90045 -0.25377
C -9.60839 4.47976 0.00277
C -9.95885 4.15088 1.28596
C -8.91402 3.34330 1.81784
C -7.96262 3.20690 0.84293
H -7.89084 3.96646 -1.11829
H -10.11464 5.07049 -0.74153
H -10.86346 4.45485 1.78708
H -8.86063 2.90921 2.80185
H -7.02285 2.68055 0.84183
N 0.62118 -1.16738 7.55923
C 1.04739 -0.57777 8.71680
C 1.13737 -1.55344 9.67406
C 0.74844 -2.77947 9.06638
C 0.43680 -2.50676 7.76102
H 0.46521 -0.68940 6.69033
H 1.24881 0.47858 8.76142
H 1.44542 -1.40510 10.69572
H 0.70076 -3.74926 9.53282
H 0.10266 -3.14930 6.96305
*
```

Results of the Löwdin charge analysis, in e, for atoms 1 through 8: -0.37 0.49 -0.37 -0.35 0.47 -0.35 -0.32 -0.26


Among the records above, which one has the lowest energy?
C44H34N6PSeV


Among the records above, which one has the lowest maximum force?
C36H50N9O7S2


Among the records above, which one has the lowest maximum force?
C36H50N9O7S2


Which of these has the lowest maximum force?
C36H50N9O7S2